Entry 1:
The following is a DFT calculation (ωB97M-V with the def2-TZVPD basis set) of 2 unconnected molecules or ions with the total composition C7H12INO6S in a non-equilibrium geometry.

XYZ file:
```
28
Properties=species:S:1:pos:R:3:forces:R:3
C 2.79060 0.75755 0.74105 0.5 0.9 0.7
C 2.73838 2.14031 0.03358 0.5 -1.0 -0.6
C 1.74196 2.24666 -1.13398 0.3 0.6 1.0
I 1.86383 0.54169 -2.56635 0.0 -0.1 -0.1
S 0.02822 2.62361 -0.60289 -0.2 0.1 -1.5
C -1.02883 1.10912 -0.69928 -0.7 -0.5 1.2
O -1.77838 1.08831 0.52131 0.3 1.0 -0.7
N -1.84679 -0.28682 0.93700 0.4 -1.0 0.5
O -2.07606 -0.35118 2.06602 -0.3 0.1 -0.1
C 0.00107 3.09570 1.25438 -0.3 1.4 3.9
O -0.49869 4.19662 1.47838 -0.2 0.1 -2.0
O 0.47955 2.33321 2.06491 0.7 -1.5 -1.0
H 2.08236 0.02322 0.35813 0.1 0.1 0.1
H 3.81912 0.37987 0.68322 -0.3 -0.3 -0.3
H 2.61761 0.93359 1.80696 -0.3 -0.3 -0.2
H 3.72859 2.30067 -0.42153 -0.3 0.1 -0.1
H 2.62665 2.95986 0.75132 -0.4 -0.2 -0.1
H 2.04172 3.11702 -1.72334 -0.4 -0.1 -0.1
H -1.74682 1.25254 -1.50773 0.5 0.0 -0.3
H -0.47770 0.16108 -0.75534 0.1 0.2 -0.4
O -3.43031 -4.91706 0.22720 -0.3 0.2 0.1
C -2.89470 -3.74435 -0.13329 0.1 -0.6 0.0
C -1.38005 -3.92022 -0.68178 -0.1 0.4 0.0
O -0.83259 -2.74071 -1.02334 0.4 0.2 -0.2
H -2.81606 -2.96936 0.66662 0.2 -0.1 0.3
H -3.42274 -3.18800 -0.94988 0.0 -0.2 -0.3
H -1.46679 -4.67759 -1.49656 -0.2 0.2 -0.2
H -0.85628 -4.49391 0.11801 0.0 0.2 0.3
```
Positions in Å, forces in eV/Å.

**Kohn-Sham gap**: 2.30 eV
**E**: -1475.69291 a.u.
**HOMO energy**: 0.060 Ha
**Charge**: -2

Charge distribution, natural (NBO) scheme, values in e: -0.627 -0.452 -0.493 -0.039 0.535 -0.217 -0.458 0.433 -0.239 0.698 -0.684 -0.665 0.237 0.193 0.231 0.199 0.227 0.219 0.210 0.279 -0.915 -0.022 -0.043 -0.875 0.066 0.058 0.072 0.074

***

Entry 2:
The following is a DFT calculation (ωB97M-V with the def2-TZVPD basis set) of a molecular structure, C33H40N3OP2SSbSe4Ti.

XYZ file:
```
86
Properties=species:S:1:pos:R:3:forces:R:3
Ti 1.14986 0.80127 0.20446 0.3 0.7 -0.6
N 4.22884 0.91153 3.02021 0.1 0.2 -0.3
C 3.18420 1.13707 2.20746 -0.1 -0.2 0.2
O 3.09775 0.55289 1.10947 -0.3 -0.1 0.5
C 2.06691 2.02039 2.68424 0.1 0.2 0.1
C 1.35125 2.59731 1.46374 -0.4 -0.5 0.2
H 5.02462 0.42259 2.64171 0.0 -0.1 0.0
H 4.37751 1.51735 3.80752 0.0 0.0 0.0
H 2.44303 2.73909 3.42626 0.1 0.0 -0.1
H 1.37983 1.35260 3.22142 0.1 0.0 0.1
H 2.01222 3.29737 0.94427 -0.1 -0.1 0.0
H 0.45242 3.13282 1.78277 0.0 0.0 0.0
C -1.49230 -1.35009 -2.00104 0.0 0.0 0.0
C -2.19072 -0.57683 -0.86480 0.0 0.0 0.0
P -1.40792 1.06537 -0.59557 0.2 -0.2 0.1
C -2.03564 1.97690 -2.05288 0.0 0.0 0.0
C -3.39630 2.29522 -2.11610 0.0 0.0 0.0
C -3.91283 2.93657 -3.22780 0.0 0.0 0.0
C -3.07857 3.26838 -4.29225 0.0 0.0 0.0
C -1.73283 2.95001 -4.23977 0.0 0.0 0.0
C -1.21265 2.30278 -3.12453 0.0 0.0 0.0
C -2.36661 1.82982 0.75301 0.0 0.0 0.0
C -3.13508 1.12022 1.66856 -0.1 0.1 -0.1
C -3.75970 1.77913 2.72196 0.0 0.0 0.0
C -3.61336 3.14795 2.87550 0.0 0.0 0.0
C -2.84533 3.86459 1.96468 0.0 0.0 0.0
C -2.22731 3.21025 0.91330 0.0 0.0 0.0
C -0.43045 -2.35983 -1.54026 0.0 -0.1 0.0
P 1.20026 -1.70080 -0.97030 -0.2 0.1 0.0
C 2.20722 -1.62114 -2.48416 0.0 0.0 0.0
C 1.66146 -1.58514 -3.76143 0.0 0.0 0.0
C 2.47088 -1.32138 -4.85885 0.0 0.0 0.0
C 3.82609 -1.09412 -4.68585 0.0 0.0 0.0
C 4.37999 -1.14317 -3.41267 0.0 0.0 0.0
C 3.57480 -1.40382 -2.31827 0.0 0.0 0.0
C 1.91088 -3.15801 -0.12583 0.1 0.0 0.0
C 1.80976 -4.44291 -0.65773 0.0 0.0 0.0
C 2.40130 -5.51790 -0.01444 0.0 0.0 0.0
C 3.11399 -5.31900 1.16125 0.0 0.0 0.0
C 3.23492 -4.04308 1.68858 0.0 0.0 0.0
C 2.63350 -2.96746 1.04792 0.0 0.0 0.0
H -1.07235 -0.65323 -2.73403 0.0 0.0 0.0
H -2.25727 -1.91267 -2.54157 0.0 0.0 0.0
H -2.11828 -1.14311 0.06769 0.0 0.0 0.0
H -3.24853 -0.42866 -1.09466 0.0 0.0 0.0
H -4.05257 2.05540 -1.28667 0.0 0.0 0.0
H -4.96578 3.18484 -3.26269 0.0 0.0 0.0
H -3.48260 3.77955 -5.15629 0.0 0.0 0.0
H -1.06363 3.20635 -5.05192 0.0 0.0 0.0
H -0.15634 2.06572 -3.09867 -0.2 0.0 0.0
H -3.27187 0.05336 1.54736 0.0 0.0 0.0
H -4.37870 1.22665 3.42009 0.0 0.0 0.0
H -4.10278 3.65833 3.69438 0.0 0.0 0.0
H -2.72887 4.93476 2.07326 0.0 0.0 0.0
H -1.62737 3.77283 0.20556 0.0 0.0 0.0
H -0.23376 -3.06701 -2.35008 0.0 0.0 0.0
H -0.81935 -2.95195 -0.70585 0.0 0.0 0.0
H 0.59775 -1.71495 -3.91590 0.0 0.0 0.0
H 2.03235 -1.25812 -5.84592 0.0 0.0 0.0
H 4.44731 -0.85280 -5.53769 0.0 0.0 0.0
H 5.43213 -0.93690 -3.27039 0.0 0.0 0.0
H 4.00228 -1.38764 -1.32053 0.0 0.0 0.0
H 1.28486 -4.60532 -1.59082 0.0 0.0 0.0
H 2.31954 -6.51052 -0.43745 0.0 0.0 0.0
H 3.58255 -6.15832 1.65823 0.0 0.0 0.0
H 3.79964 -3.88175 2.59783 0.0 0.0 0.0
H 2.73363 -1.96801 1.45721 0.0 0.0 0.0
C -3.57960 -1.99713 3.42324 -0.1 -0.1 0.0
N -2.20538 -1.98280 2.94070 0.0 0.0 -0.1
C -1.26307 -1.05798 3.17536 -0.1 0.2 0.2
S 0.07961 -0.98441 2.14349 0.2 -0.2 -0.2
N -1.35182 -0.26106 4.24577 0.1 0.0 0.0
C -2.10438 -0.50413 5.46875 0.0 0.1 0.0
H -4.13768 -2.69167 2.80064 0.0 0.0 0.0
H -4.03764 -1.01148 3.33140 0.0 -0.1 0.0
H -3.65328 -2.33736 4.45531 0.0 0.0 -0.1
H -1.99824 -2.54079 2.12891 0.0 0.0 0.0
H -0.58701 0.38960 4.30515 0.0 0.1 0.0
H -3.16688 -0.29887 5.34952 0.0 0.0 0.0
H -1.71824 0.16742 6.23069 0.0 0.0 0.0
H -1.96616 -1.52937 5.81514 0.0 0.0 0.0
Se 5.49656 2.98904 -2.88613 0.0 -0.1 -0.1
Sb 3.21424 3.09785 -3.53217 -0.1 0.2 0.4
Se 1.92953 5.21638 -3.44081 0.1 -0.2 -0.1
Se 2.16645 2.55206 -5.62174 -0.1 0.0 -0.1
Se 1.87514 1.65308 -1.81747 0.3 0.0 -0.3
```
Positions in Å, forces in eV/Å.

**Kohn-Sham gap (alpha / beta)**: 6.68 / 5.99 eV
**E**: -13297.41464 a.u.
**HOMO energy (alpha / beta)**: -0.257 / -0.255 Ha
**ΔE to the lowest compared entry with this formula, charge and spin**: 175.4 kJ/mol
**2S+1**: 3

Charge distribution, Mulliken scheme, values in e: 0.059 -0.388 0.656 -0.506 -0.612 -0.961 0.278 0.224 0.544 -0.144 0.537 0.214 -1.182 -0.249 1.415 0.346 -0.638 -0.706 -0.520 -0.743 0.396 0.018 0.124 -0.445 -0.782 -0.625 -0.925 -1.425 1.794 0.513 -0.406 -0.819 -0.552 -0.720 -0.436 0.306 -0.486 -0.739 -0.521 -0.731 0.310 0.163 0.419 -0.395 0.761 0.302 0.415 0.390 0.360 -0.240 0.491 0.395 0.409 0.442 0.527 0.804 0.583 0.173 0.405 0.386 0.392 0.327 0.312 0.420 0.376 0.433 0.090 -1.085 -0.112 -0.340 0.017 0.101 -1.107 0.372 0.278 0.331 0.329 0.224 0.293 0.398 0.337 -0.569 0.722 -0.362 -0.530 0.087

***

Entry 3:
The following is a DFT calculation (ωB97M-V with the def2-TZVPD basis set) of 2 unconnected molecules or ions with the total composition C11H22N6O4 in a non-equilibrium geometry.

XYZ file:
```
43
Properties=species:S:1:pos:R:3:forces:R:3
C 0.06403 -0.08890 -0.95992 -2.7 -3.6 1.7
C -0.91169 -0.34983 0.21917 -0.6 -1.0 0.9
C 1.13137 -1.25071 -1.02864 -0.5 -0.1 -1.3
C 1.98134 -0.87119 -2.25355 1.1 0.7 -2.8
C 3.04752 -2.02522 -2.56039 -1.5 -0.1 0.0
C 4.93879 -2.99673 -3.97758 -3.4 2.6 -1.7
C -2.22977 0.74032 1.95510 -1.7 -2.7 -2.1
C -3.74635 0.51355 1.46173 1.4 1.4 1.3
C -2.29960 2.00374 2.57528 -1.9 4.9 5.3
C -3.53683 1.97370 3.69994 2.0 -1.3 2.0
C -3.20288 3.05164 4.73288 0.6 2.0 1.8
H 1.16565 1.13310 -1.94377 -2.4 1.8 3.9
H 1.21257 1.22099 -0.16456 -0.6 0.7 -1.3
H -0.69118 -0.26067 -1.73679 0.5 0.2 -0.7
H 0.70102 -2.37553 -1.11943 0.7 3.0 0.2
H 1.79441 -1.21847 -0.17124 -0.1 0.0 0.5
H 1.42750 -1.04056 -3.18505 -0.9 0.5 0.3
H 2.23022 0.34029 -2.38095 0.5 -3.5 0.6
H 3.73652 -2.08744 -1.69441 0.1 -0.1 -0.9
H 2.22452 -2.80345 -2.42003 1.8 -0.1 -0.3
H 3.46151 -1.92735 -4.88562 -0.4 -0.1 2.4
H 4.88214 -3.80636 -2.18854 -0.8 0.3 0.5
H 6.22742 -3.48493 -5.36785 2.0 -2.0 -0.2
H 5.90832 -1.97460 -5.59431 -1.4 -1.4 0.6
H -0.69965 1.55697 0.58261 -1.0 0.4 0.7
H -2.09153 -0.17665 2.53171 0.8 0.5 0.4
H -2.69166 2.91554 1.98241 1.3 -1.6 0.2
H -1.39363 2.34717 3.21988 -1.3 -0.7 -1.5
H -4.55322 2.04639 3.17104 1.7 0.3 1.7
H -3.41662 0.93628 4.42015 -0.8 2.8 -2.3
H -5.42562 3.17067 5.14696 2.8 -0.9 2.1
H -4.22881 3.77429 6.64288 2.0 -0.8 -1.6
H -2.79454 1.08314 -0.01860 -2.4 -0.8 0.1
N 0.48615 1.25845 -0.94257 4.5 -0.4 -2.8
N 3.73673 -2.18325 -3.89433 1.4 0.1 -0.3
N 5.34493 -3.70943 -3.05595 2.8 -1.4 -0.8
N 5.44392 -2.92311 -5.40440 -0.9 2.6 2.4
N -1.39814 0.83326 0.79655 1.8 -1.3 -1.5
N -3.77886 2.94751 6.10721 -5.2 0.4 -2.7
O -1.31581 -1.45076 0.58568 0.7 1.4 -0.8
O -4.57640 0.43202 2.35159 -0.3 -2.1 -3.3
O -2.33748 3.89507 4.58282 -0.6 -0.6 -0.3
O -3.82629 0.83106 0.18287 0.8 0.2 -0.3
```
Positions in Å, forces in eV/Å.

**Kohn-Sham gap**: 7.94 eV
**E**: -1061.50715 a.u.
**HOMO energy**: -0.343 Ha
**ΔE to the lowest compared entry with this formula, charge and spin**: 1163.5 kJ/mol

Charge distribution, natural (NBO) scheme, values in e: -0.162 0.695 -0.431 -0.392 -0.202 0.601 -0.200 0.806 -0.445 -0.501 0.638 0.377 0.349 0.220 0.258 0.206 0.205 0.175 0.203 0.185 0.420 0.367 0.372 0.370 0.443 0.254 0.237 0.254 0.283 0.255 0.169 0.399 0.503 -0.816 -0.698 -0.758 -0.842 -0.688 -0.661 -0.588 -0.603 -0.585 -0.672

***

Entry 4:
The following is a DFT calculation (ωB97M-V with the def2-TZVPD basis set) of a single C5H8N2 molecule in a non-equilibrium geometry.

XYZ file:
```
15
Properties=species:S:1:pos:R:3:forces:R:3
C -2.72053 -0.38068 -0.05959 2.5 1.2 -0.4
N -1.16366 0.29323 -0.42818 0.0 -0.5 1.2
C -0.07579 -0.51203 -0.60028 0.0 -0.1 0.5
C 0.98166 0.13099 -0.02262 0.1 0.1 -0.1
C 2.38072 -0.35986 0.15348 0.2 0.0 -0.1
C 0.42258 1.36511 0.42416 0.3 0.2 0.1
N -0.86231 1.45879 0.16607 0.2 -0.4 0.7
H -2.38359 0.10143 -1.07654 -3.3 -1.4 0.0
H -3.07233 0.23756 0.77501 0.1 0.2 -0.8
H -2.49258 -1.37678 0.35771 -0.1 0.3 -1.0
H -0.15475 -1.46236 -1.11760 0.0 0.1 0.3
H 3.10151 0.31165 -0.31994 0.0 -0.1 0.1
H 2.50344 -1.35514 -0.28319 0.0 0.1 0.0
H 2.63588 -0.42965 1.21776 0.0 0.0 -0.2
H 0.91411 2.17119 0.95214 0.1 0.0 -0.2
```
Positions in Å, forces in eV/Å.

**SMILES string**: Cc1cnn(C)c1
**Kohn-Sham gap**: 9.88 eV
**E**: -304.68509 a.u.
**HOMO energy**: -0.328 Ha
**ΔE to the lowest compared entry with this formula, charge and spin**: 394.9 kJ/mol

Charge distribution, natural (NBO) scheme, values in e: -0.523 -0.248 -0.056 -0.128 -0.624 -0.040 -0.257 0.367 0.218 0.209 0.220 0.219 0.218 0.221 0.205

***

Question: Which of these has the highest E?
Answer: C5H8N2